# C28H64N2O24P

9 unconnected molecules or ions with the total composition C28H64N2O24P (ωB97M-V with the def2-TZVPD basis set, OMol25).

```
119
Properties=species:S:1:pos:R:3:forces:R:3:lowdin_charge:R:1
C -3.23230 2.79387 5.02285 1.659 -0.183 8.332 -0.015
N -1.99804 3.43744 4.56432 -1.600 0.258 -0.513 -0.270
C -1.27759 3.99460 5.67852 -0.765 2.225 -2.148 -0.021
C -1.18456 2.44406 3.85344 0.977 -2.869 0.381 0.012
C -2.50827 4.49001 3.64718 5.971 1.508 1.502 -0.093
C -1.48421 5.46976 3.12522 1.482 2.470 0.307 -0.281
O -2.01877 6.18929 2.07078 -0.274 1.658 2.789 -0.096
H -3.19410 1.96941 5.96874 0.567 2.250 -2.904 0.189
H -3.81687 2.48971 4.34959 -2.980 -4.024 -6.618 0.021
H -4.07384 3.43610 5.28922 1.040 1.530 1.366 0.114
H -0.35092 4.33986 5.53077 4.918 -1.004 -2.433 0.078
H -1.22363 3.46930 6.48710 -0.219 -3.851 4.484 0.050
H -1.25139 4.99143 5.99713 -3.514 2.392 0.413 0.109
H -0.34219 2.76167 3.25993 -0.220 1.028 -0.426 0.097
H -1.74725 1.70803 3.27910 -0.675 0.959 -0.620 0.105
H -0.78257 1.76095 4.60854 0.211 0.349 0.503 0.101
H -3.27567 4.94212 4.04973 -3.315 3.238 3.759 0.088
H -3.09160 4.15987 2.95399 -2.017 -3.559 -5.601 0.089
H -0.57185 5.02179 2.79805 0.592 -1.312 -0.456 0.087
H -0.98666 6.25099 3.90376 -1.730 -1.451 -0.822 0.143
H -2.13239 5.54988 1.31010 0.022 -1.596 -2.693 -0.028
C -0.04013 -0.21648 -2.81251 3.357 2.262 -1.107 -0.003
N 0.08669 -0.34407 -1.34339 -0.170 -0.530 -1.383 -0.349
C 0.63323 -1.73494 -1.14678 0.597 -0.943 1.823 0.015
C 1.03054 0.70367 -0.88577 1.805 -0.793 2.591 -0.002
C -1.20725 -0.12295 -0.73600 -3.672 -3.111 2.254 -0.087
C -1.44403 -0.31115 0.85168 -0.378 4.404 -2.623 -0.229
O -2.73917 0.07598 1.15784 -0.549 -7.424 1.078 -0.072
H -0.52601 -0.97394 -3.31787 -1.439 -1.790 -0.358 0.067
H 1.02613 -0.18063 -3.24026 -1.324 -0.240 0.730 0.123
H -0.41615 0.75342 -3.11008 -0.567 0.249 0.514 0.109
H 0.76606 -2.09934 -0.06107 -0.824 1.160 -1.544 0.114
H 1.63207 -1.56542 -1.45866 1.158 -0.468 -0.510 0.078
H 0.20898 -2.58618 -1.73902 -0.230 1.377 0.257 0.107
H 2.05420 0.60354 -1.40107 -1.827 0.371 0.475 0.120
H 1.15168 0.38003 0.20381 0.283 0.859 -1.247 0.112
H 0.55599 1.70657 -0.83435 0.093 -0.398 -0.475 0.085
H -1.84749 -0.99060 -1.08662 0.387 1.126 -0.366 0.144
H -1.69790 0.82882 -0.90174 0.450 0.638 -0.770 0.105
H -0.85764 0.45214 1.26336 1.649 1.111 0.942 0.078
H -1.17977 -1.20060 1.25089 0.529 -3.220 1.042 0.058
H -2.88906 0.96370 1.00380 0.321 5.284 -1.133 -0.078
P -1.54518 3.34919 0.07761 -4.031 1.941 -1.642 -0.333
O -1.67529 3.29506 -1.38325 2.548 -4.096 -6.464 -0.369
O -2.55103 2.40165 0.66318 -2.168 -2.833 2.376 -0.362
O -2.14973 4.70302 0.10130 -1.930 6.104 3.926 -0.358
O -0.28257 3.29355 0.78115 5.918 -1.251 2.628 -0.356
C 3.89457 -1.57198 0.73497 0.886 5.368 3.570 -0.061
O 2.63998 -1.43790 1.25519 -3.956 -1.004 3.480 -0.034
C 2.24589 -2.34646 2.24690 7.660 -1.315 -0.585 -0.591
O 3.06366 -3.16592 2.70354 -1.349 1.247 -1.061 0.087
O 1.10427 -2.17475 2.67146 -4.817 2.019 -0.430 0.043
C 0.67809 -2.56315 3.95748 1.682 3.145 0.675 0.020
H 3.91876 -0.69101 0.18587 0.693 1.260 -1.874 0.093
H 3.89783 -2.38345 0.27105 0.735 -6.865 -4.697 0.023
H 4.74644 -1.52421 1.39063 0.017 -0.100 1.012 0.104
H -0.30054 -2.82000 3.91407 -3.424 0.158 -0.487 0.058
H 0.83974 -1.63986 4.64375 -0.036 -2.094 -0.816 0.157
H 1.06569 -3.48982 4.16301 2.090 -1.787 1.296 0.072
C 1.07155 3.76023 -2.98845 -1.336 2.129 1.658 0.015
O 2.08059 3.76206 -4.00457 -4.538 8.810 0.508 0.095
C 2.75638 2.81179 -4.20526 3.650 -6.132 -0.128 -0.781
O 2.70546 1.79670 -3.56054 0.460 -2.246 0.529 0.086
O 3.59736 3.03007 -5.20495 2.056 -1.105 -2.476 0.019
C 4.51170 1.97757 -5.67315 1.184 -0.877 1.259 -0.044
H 0.49176 4.77251 -2.72955 1.084 -2.154 -1.929 0.165
H 1.48889 3.64548 -2.01911 0.939 -0.653 0.804 0.066
H 0.47770 2.91038 -3.17923 -1.311 -0.392 -0.039 0.056
H 5.57714 2.28526 -5.44516 -1.277 -0.289 0.405 0.096
H 4.57876 1.85646 -6.73937 -0.963 0.776 -0.743 0.058
H 4.35537 0.88244 -5.34929 -0.258 2.083 0.368 0.112
C 0.29036 -5.78741 -4.22688 2.943 2.469 4.119 -0.033
O -0.40579 -4.53308 -3.99099 -1.906 0.720 0.716 -0.043
C -1.67010 -4.61998 -3.43640 1.314 -0.837 -0.381 -0.624
O -2.21344 -5.66108 -3.26320 -0.671 -1.958 -0.064 0.123
O -2.21737 -3.49048 -3.06864 1.264 2.121 -1.357 -0.006
C -3.63110 -3.44221 -2.87875 -0.995 -1.230 -2.200 -0.009
H -0.14701 -6.39760 -4.92272 -1.409 -1.604 -1.324 0.052
H 0.60842 -6.23544 -3.17232 -1.115 0.483 -2.352 0.129
H 1.23412 -5.35575 -4.61128 -0.354 -0.658 -0.102 0.096
H -3.74790 -3.69929 -1.91159 -0.754 -1.560 3.360 0.046
H -4.22736 -4.23635 -3.52149 1.375 2.021 0.993 0.152
H -4.00881 -2.42295 -2.81517 0.365 0.189 -1.238 0.091
C 6.73222 0.10697 3.70180 -2.709 0.380 -4.029 0.026
O 6.25041 1.12135 2.71711 -1.031 1.522 -0.268 -0.016
C 4.92718 1.42269 2.54852 -3.291 -0.821 1.714 -0.466
O 4.05181 0.85109 3.23699 2.148 1.364 -1.702 0.053
O 4.58171 2.39738 1.60379 4.622 -2.193 1.628 -0.042
C 3.24258 2.73033 1.35315 -0.138 3.073 3.327 -0.044
H 7.55053 -0.16117 3.13622 1.928 -1.320 -0.477 0.075
H 6.01318 -0.64019 3.87983 -1.093 -1.322 -0.865 0.076
H 6.92374 0.32287 4.65501 1.137 2.646 3.574 0.047
H 3.18699 3.00776 0.33937 -0.619 -0.180 -1.106 0.082
H 2.95795 3.65702 2.03233 0.688 -1.370 -1.586 0.142
H 2.67958 2.00610 1.82751 -1.880 -1.835 -0.265 0.048
C -6.26385 -0.94027 -5.12249 -6.658 4.533 3.812 0.013
O -5.90671 -0.76503 -3.75598 -2.419 -2.514 0.402 0.036
C -5.32827 0.33042 -3.50995 3.016 5.380 -0.868 -0.662
O -5.03838 1.17995 -4.38512 -0.967 -1.616 1.859 0.078
O -4.99544 0.38500 -2.24299 -0.580 -0.534 1.959 0.040
C -4.86042 1.70094 -1.57440 -6.595 -4.659 -2.200 0.087
H -6.96396 -0.14934 -5.51662 1.146 -0.730 0.385 0.144
H -6.68589 -1.82296 -5.08690 -2.592 -4.478 -0.298 0.051
H -5.42265 -1.02461 -5.46804 8.593 -0.346 -5.477 0.011
H -4.24337 2.10445 -2.10353 7.327 5.332 -5.453 0.002
H -4.64109 1.75822 -0.64798 2.251 -1.221 6.500 0.028
H -5.75852 2.20746 -1.64519 -2.213 0.896 -0.623 0.094
C -0.66745 -4.62670 0.67490 4.820 -2.405 -3.153 0.025
O 0.62939 -5.06488 1.12947 2.717 -0.665 1.756 -0.001
C 1.71995 -5.48801 0.38991 -2.683 1.204 -6.253 -0.518
O 1.72990 -5.45340 -0.88621 -0.533 0.050 3.703 0.033
O 2.74424 -5.90735 1.03400 -0.183 -1.083 2.916 0.007
C 3.88750 -6.53701 0.47714 3.355 3.849 -1.458 -0.038
H -1.22944 -5.44215 0.55356 -2.386 -3.375 0.030 0.069
H -0.53423 -4.30887 -0.29680 0.193 1.224 -2.216 0.058
H -1.12711 -3.94872 1.19984 -1.627 3.794 3.610 0.048
H 4.42459 -7.20799 1.17199 -1.052 0.358 -0.170 0.094
H 4.65678 -5.58321 0.27663 -1.604 -2.369 0.852 0.152
H 3.87291 -6.87314 -0.56097 -1.127 -0.512 0.356 0.081
```
Forces are in eV/Å.

Summary:
Total charge   -1
LUMO level   1.890 eV
Highest occupied orbital energy   -1.222 eV